Entry 1:
ORCA calculation (ωB97M-V/def2-TZVPD) on a molecular structure, C25H33CdO2Se in a non-equilibrium geometry.

orbital gap	0.1890	Eh
net charge	-1
total energy	-3691.9108	Ha
HOMO	-0.108	Ha
energy above the lowest of the compared OMol25 structures with the same formula, charge and spin	0.0	kcal per mole

XYZ file:
```
62
Properties=species:S:1:pos:R:3:lowdin_charge:R:1
O -0.902 -0.894 -1.515 -0.13
C -2.268 -1.179 -1.269 -0.20
C -2.459 -1.891 -2.608 -0.06
H -2.758 -0.192 -1.158 0.08
H -2.395 -1.796 -0.394 0.10
C -1.055 -1.296 -2.913 -0.52
H -3.268 -1.629 -3.284 0.10
H -2.443 -2.966 -2.413 0.11
C -1.027 -0.008 -3.745 0.00
H -1.804 0.692 -3.372 0.07
H -1.196 -0.227 -4.816 0.09
H -0.071 0.524 -3.631 0.08
C 0.047 -2.314 -3.124 -0.02
H -0.259 -3.227 -2.596 0.08
H 0.990 -1.973 -2.676 0.06
H 0.158 -2.514 -4.198 0.08
Cd 0.299 1.103 1.157 1.22
C 2.550 -2.423 1.228 -0.18
C 2.282 -1.475 2.242 -0.19
C 0.872 -1.206 2.248 -0.31
H 3.026 -0.983 2.871 0.06
C 0.287 -1.986 1.201 -0.23
C 1.315 -2.718 0.560 -0.18
H 1.204 -3.361 -0.308 0.06
H 3.539 -2.813 0.983 0.07
H 0.326 -0.672 3.043 0.01
H -0.781 -2.011 0.953 0.05
C 3.335 0.738 0.447 -0.16
C 3.275 -0.172 -0.618 -0.14
C 2.176 0.150 -1.433 -0.16
H 3.973 -0.999 -0.775 0.09
C 1.504 1.280 -0.880 -0.30
C 2.315 1.724 0.254 -0.36
H 2.315 2.725 0.677 0.05
H 4.045 0.697 1.263 0.07
H 1.954 -0.317 -2.389 0.06
H 0.744 1.876 -1.387 0.06
O -3.409 1.496 -1.323 -0.19
C -4.302 0.921 -2.338 -0.20
C -5.731 1.429 -2.179 -0.16
H -4.324 -0.152 -2.117 0.09
H -3.868 1.028 -3.336 0.12
C -5.753 1.950 -0.724 -0.16
H -6.443 0.602 -2.271 0.11
H -6.025 2.213 -2.895 0.11
C -4.289 1.870 -0.228 -0.18
H -6.446 1.353 -0.125 0.10
H -6.067 2.998 -0.703 0.10
H -4.194 1.099 0.560 0.12
H -3.946 2.846 0.176 0.12
Se 0.785 2.116 3.458 0.41
C 2.530 1.455 3.770 -0.71
C 3.708 1.991 3.202 -0.16
C 4.964 1.473 3.527 -0.11
C 5.078 0.474 4.503 -0.11
C 3.920 -0.056 5.095 -0.11
C 2.665 0.440 4.742 -0.18
H 3.619 2.837 2.514 0.09
H 5.861 1.911 3.079 0.10
H 6.070 0.187 4.877 0.09
H 3.991 -0.803 5.886 0.10
H 1.760 0.060 5.225 0.09
```

=====

Entry 2:
ORCA calculation (ωB97M-V/def2-TZVPD) on a molecular structure, C25H33IN7OSV.

⟨S²⟩	2.02
orbital gap (spin up / spin down)	0.2588 / 0.2834	Eh
net charge	+2
total energy	-3070.4159	Ha
spin multiplicity	3
HOMO (spin up / spin down)	-0.484 / -0.488	Ha
energy above the lowest of the compared OMol25 structures with the same formula, charge and spin	3.2	kcal per mole

XYZ file:
```
69
Properties=species:S:1:pos:R:3:lowdin_charge:R:1
V -0.644 -0.527 -0.141 0.64
O -0.927 1.065 1.318 -0.19
C -2.245 1.106 1.901 -0.10
C -3.223 0.767 0.818 -0.24
C -4.565 1.075 0.954 0.02
C -5.452 0.666 -0.028 0.00
C -4.968 -0.021 -1.131 -0.01
C -3.612 -0.267 -1.209 -0.10
N -2.750 0.104 -0.250 0.00
H -0.266 1.104 2.022 0.10
H -2.423 2.097 2.315 0.15
H -2.319 0.356 2.693 0.14
H -4.911 1.618 1.824 0.14
H -6.508 0.881 0.066 0.13
H -5.628 -0.358 -1.917 0.12
H -3.187 -0.804 -2.047 0.11
I 1.901 -0.661 1.014 1.22
C 1.043 -1.495 2.750 -0.57
C 1.813 -1.665 3.863 -0.12
C 1.252 -2.286 4.996 -0.05
C -0.034 -2.740 4.956 0.00
C -0.831 -2.582 3.796 -0.15
C -2.144 -3.109 3.744 -0.01
C -2.890 -2.998 2.608 -0.05
C -2.372 -2.305 1.491 -0.11
C -1.119 -1.730 1.491 -0.25
C -0.306 -1.913 2.653 -0.25
H 2.845 -1.342 3.883 0.11
H 1.858 -2.415 5.882 0.12
H -0.464 -3.243 5.814 0.13
H -2.532 -3.621 4.615 0.13
H -3.881 -3.429 2.558 0.11
H -3.006 -2.240 0.614 0.10
C -1.360 4.215 -3.244 0.01
C -0.344 3.153 -3.431 -0.31
N 0.444 3.019 -4.443 0.15
N 1.202 1.915 -4.166 0.06
C 0.905 1.341 -2.997 -0.76
S 1.556 0.014 -2.227 0.61
N -0.099 2.128 -2.523 -0.09
N -0.702 1.850 -1.301 0.09
H -1.329 4.876 -4.106 0.10
H -1.153 4.801 -2.347 0.09
H -2.365 3.797 -3.168 0.09
H 1.931 1.631 -4.802 0.17
H -0.248 2.388 -0.566 0.12
H -1.674 2.135 -1.348 0.11
C -0.241 -2.635 -4.680 -0.05
C -1.283 -3.411 -3.880 -0.18
N -0.762 -4.036 -2.661 -0.05
C -0.537 -5.490 -2.721 -0.19
C 0.749 -5.867 -3.443 -0.05
C -0.493 -3.310 -1.576 -0.35
C 0.113 -4.001 -0.393 0.02
N -0.734 -2.009 -1.525 -0.02
H -0.715 -2.181 -5.550 0.09
H 0.546 -3.300 -5.034 0.08
H 0.235 -1.848 -4.093 0.03
H -1.690 -4.213 -4.493 0.13
H -2.135 -2.774 -3.620 0.11
H -1.397 -5.922 -3.233 0.13
H -0.548 -5.895 -1.714 0.11
H 0.722 -5.564 -4.489 0.07
H 0.882 -6.948 -3.415 0.09
H 1.617 -5.403 -2.973 0.08
H -0.636 -4.584 0.146 0.11
H 0.521 -3.269 0.292 0.03
H 0.911 -4.670 -0.707 0.10
H -1.033 -1.655 -2.429 0.03
```

=====

Entry 3:
ORCA calculation (ωB97M-V/def2-TZVPD) on a molecular structure, C25H33IN9OPRh in a non-equilibrium geometry.

orbital gap	0.2184	Eh
net charge	+3
total energy	-2289.2674	Ha
HOMO	-0.611	Ha
energy above the lowest of the compared OMol25 structures with the same formula, charge and spin	0.0	kcal per mole

XYZ file:
```
71
Properties=species:S:1:pos:R:3:lowdin_charge:R:1
Rh 0.708 0.672 -0.777 1.26
N -0.046 3.575 2.334 0.18
C -0.190 2.536 1.560 -0.09
N 0.701 2.204 0.627 -0.01
C 1.800 3.039 0.419 -0.36
N 2.583 2.874 -0.624 0.09
N 2.170 1.791 -1.357 -0.17
C 2.668 1.553 -2.512 0.03
C 1.986 0.503 -3.294 -0.21
C 2.316 0.194 -4.583 0.05
C 1.487 -0.686 -5.301 0.03
C 0.374 -1.200 -4.684 0.02
C 0.115 -0.871 -3.349 -0.06
N 0.912 -0.056 -2.674 -0.03
C 2.048 4.131 1.320 -0.10
C 3.204 4.934 1.256 0.02
C 3.357 5.963 2.148 -0.01
C 2.370 6.226 3.110 0.00
C 1.234 5.454 3.194 0.02
C 1.087 4.404 2.296 -0.14
H -0.774 3.781 3.008 0.19
H -1.069 1.917 1.689 0.14
H 3.487 2.162 -2.882 0.16
H 3.188 0.647 -5.038 0.14
H 1.712 -0.935 -6.330 0.14
H -0.303 -1.860 -5.209 0.13
H -0.738 -1.270 -2.814 0.10
H 3.956 4.724 0.508 0.13
H 4.245 6.580 2.114 0.13
H 2.502 7.050 3.797 0.13
H 0.476 5.657 3.942 0.13
C -3.618 0.917 0.277 -0.08
N -3.443 -0.537 0.326 -0.29
C -4.698 -1.271 0.574 -0.06
P -2.009 -1.280 0.271 0.54
O -1.010 -0.246 -0.274 -0.43
N -2.218 -2.591 -0.669 -0.29
C -1.779 -3.957 -0.366 -0.08
C -3.068 -2.509 -1.869 -0.08
N -1.438 -1.856 1.690 -0.29
C -0.478 -1.097 2.494 -0.08
C -2.276 -2.745 2.514 -0.07
H -4.465 1.159 -0.365 0.10
H -2.733 1.392 -0.137 0.06
H -3.827 1.331 1.268 0.09
H -5.404 -1.087 -0.236 0.10
H -5.157 -0.945 1.508 0.10
H -4.522 -2.342 0.634 0.07
H -1.102 -3.964 0.483 0.07
H -1.261 -4.377 -1.232 0.09
H -2.633 -4.601 -0.150 0.10
H -3.286 -1.474 -2.125 0.09
H -4.015 -3.030 -1.723 0.10
H -2.558 -2.985 -2.709 0.09
H 0.211 -0.548 1.862 0.03
H 0.101 -1.790 3.106 0.10
H -0.981 -0.401 3.176 0.10
H -2.967 -3.317 1.900 0.07
H -2.852 -2.178 3.248 0.10
H -1.637 -3.449 3.046 0.10
I 3.590 0.548 1.629 1.16
C 2.855 -1.097 0.613 -0.73
C 3.523 -2.295 0.813 -0.10
C 3.027 -3.451 0.238 0.01
C 1.856 -3.383 -0.505 0.00
C 1.251 -2.164 -0.677 -0.12
N 1.745 -1.021 -0.144 -0.06
H 4.416 -2.315 1.421 0.11
H 3.541 -4.393 0.380 0.14
H 1.419 -4.267 -0.948 0.13
H 0.336 -2.076 -1.235 0.07
```

=====

Entry 4:
ORCA calculation (ωB97M-V/def2-TZVPD) on a molecular structure, C25H33N2PSn in a non-equilibrium geometry.

orbital gap	0.2325	Eh
net charge	0
total energy	-1637.3622	Ha
HOMO	-0.251	Ha

XYZ file:
```
62
Properties=species:S:1:pos:R:3:lowdin_charge:R:1
C 2.937 3.052 -2.250 -0.09
C 3.288 2.465 -1.037 -0.05
C 2.433 1.495 -0.448 -0.26
C 1.255 1.080 -1.114 -0.20
C 0.828 1.825 -2.243 -0.33
C 1.703 2.756 -2.848 -0.05
C 2.920 0.921 0.856 -0.13
C 2.375 1.457 2.243 -0.18
N 1.014 1.876 2.443 -0.28
Sn 0.003 -0.778 -0.706 1.05
C -0.585 1.646 -2.748 -0.36
P -1.825 1.457 -1.362 0.79
H 4.243 2.728 -0.530 0.12
H 1.375 3.290 -3.757 0.11
H 3.625 3.771 -2.721 0.11
H -0.741 0.736 -3.351 0.08
H -0.920 2.501 -3.337 0.08
H 2.757 -0.163 0.882 0.07
H 4.014 1.083 0.922 0.11
H 2.552 0.680 3.002 0.11
C -3.283 0.925 -2.343 -0.29
C -2.178 3.230 -1.050 -0.28
H 3.008 2.309 2.532 0.11
C 0.504 3.065 1.794 -0.08
C 0.170 1.193 3.405 -0.09
H -1.606 -1.573 -0.656 -0.01
H 0.653 3.942 2.464 0.08
H 1.052 3.247 0.870 0.07
H -0.582 2.985 1.626 0.07
H 0.257 1.660 4.400 0.08
H -0.883 1.233 3.113 0.08
H 0.480 0.140 3.525 0.07
H -2.688 3.664 -1.915 0.04
H -2.849 3.280 -0.178 0.04
H -1.267 3.795 -0.832 0.04
H -3.578 1.668 -3.076 0.04
H -3.049 -0.033 -2.850 0.05
H -4.108 0.735 -1.641 0.04
H -1.425 -0.988 0.304 -0.12
C 1.129 -4.919 -2.569 -0.11
C 1.622 -3.630 -2.803 -0.12
C 1.820 -2.721 -1.778 -0.14
C 1.490 -3.151 -0.424 -0.36
C 1.075 -4.474 -0.173 -0.03
C 0.862 -5.348 -1.250 -0.08
N 1.307 -2.152 0.520 -0.12
C 1.398 -2.445 1.907 -0.33
C 0.273 -2.496 2.739 -0.06
C 0.421 -2.933 4.054 -0.10
C 1.699 -3.172 4.556 -0.11
C 2.849 -3.008 3.766 -0.08
C 2.690 -2.631 2.433 -0.04
H 0.944 -5.614 -3.386 0.09
H 1.820 -3.308 -3.842 0.11
H 2.213 -1.712 -1.949 0.08
H 0.861 -4.743 0.849 0.10
H 0.463 -6.336 -1.026 0.10
H -0.719 -2.235 2.315 0.10
H -0.455 -3.053 4.691 0.10
H 1.834 -3.440 5.622 0.10
H 3.845 -3.120 4.162 0.10
H 3.548 -2.459 1.764 0.12
```

=====

Entry 5:
ORCA calculation (ωB97M-V/def2-TZVPD) on a single C25H33N3O6 molecule in a non-equilibrium geometry.

orbital gap	0.3247	Eh
net charge	0
total energy	-1588.1702	Ha
HOMO	-0.306	Ha
energy above the lowest of the compared OMol25 structures with the same formula, charge and spin	50.1	kcal per mole

XYZ file:
```
67
Properties=species:S:1:pos:R:3:lowdin_charge:R:1
C 5.848 -0.824 1.548 -0.06
C 5.705 0.635 1.973 -0.24
O 5.043 1.419 1.002 -0.05
C 3.699 1.300 0.835 -0.26
C 3.160 1.998 -0.246 0.01
C 1.809 1.957 -0.520 -0.02
C 0.950 1.226 0.291 -0.17
C -0.531 1.046 0.046 -0.13
C -1.251 1.955 -0.968 -0.41
O -0.706 2.687 -1.770 0.05
N -2.578 1.833 -0.837 0.13
C -3.541 2.488 -1.692 -0.30
C -4.373 1.459 -2.461 -0.14
C -5.394 0.964 -1.433 -0.18
C -5.594 2.128 -0.442 -0.18
C -4.594 3.218 -0.856 -0.14
N -0.750 -0.363 -0.310 0.01
C -0.010 -0.890 -1.442 -0.09
C -0.930 -1.285 -2.611 -0.18
O -1.617 -0.219 -3.214 -0.20
C -0.845 0.573 -4.090 -0.09
C -1.625 -1.065 0.430 -0.43
O -2.442 -0.524 1.163 0.04
C -1.442 -2.586 0.500 -0.06
N -0.446 -2.816 1.525 0.10
C 0.854 -3.063 1.236 -0.43
O 1.256 -3.318 0.113 0.07
C 1.752 -3.006 2.396 -0.19
C 3.094 -3.278 2.476 0.00
C 3.474 -2.996 3.805 -0.05
C 2.342 -2.573 4.436 -0.10
O 1.297 -2.575 3.598 0.04
C 1.487 0.550 1.381 -0.02
C 2.841 0.574 1.656 -0.01
H 4.872 -1.283 1.409 0.05
H 6.391 -0.881 0.608 0.08
H 6.395 -1.376 2.307 0.08
H 5.200 0.710 2.944 0.12
H 6.692 1.095 2.065 0.12
H 3.831 2.569 -0.868 0.12
H 1.414 2.506 -1.359 0.10
H -1.049 1.189 1.004 0.16
H -2.946 1.175 -0.162 0.12
H -2.973 3.154 -2.345 0.15
H -3.750 0.659 -2.857 0.10
H -4.876 1.958 -3.290 0.12
H -6.329 0.674 -1.910 0.10
H -5.007 0.088 -0.912 0.10
H -5.397 1.796 0.577 0.10
H -6.615 2.507 -0.471 0.10
H -5.083 3.968 -1.478 0.11
H -4.151 3.723 0.001 0.11
H 0.588 -1.759 -1.154 0.11
H 0.675 -0.107 -1.771 0.13
H -0.319 -1.815 -3.358 0.13
H -1.717 -1.958 -2.260 0.12
H -0.124 1.196 -3.556 0.07
H -0.319 -0.053 -4.820 0.09
H -1.550 1.222 -4.606 0.09
H -1.080 -3.040 -0.420 0.11
H -2.388 -3.039 0.805 0.13
H -0.688 -2.535 2.464 0.15
H 3.709 -3.638 1.678 0.12
H 4.450 -3.093 4.233 0.11
H 2.161 -2.254 5.444 0.13
H 0.832 -0.013 2.032 0.12
H 3.207 0.029 2.512 0.10
```

=====

Entry 6:
ORCA calculation (ωB97M-V/def2-TZVPD) on a molecular structure, C25H33NNiOPSe2 in a non-equilibrium geometry.

⟨S²⟩	2.01
orbital gap (spin up / spin down)	0.2905 / 0.2453	Eh
net charge	+1
total energy	-7754.7315	Ha
spin multiplicity	3
HOMO (spin up / spin down)	-0.385 / -0.385	Ha
energy above the lowest of the compared OMol25 structures with the same formula, charge and spin	35.0	kcal per mole

XYZ file:
```
64
Properties=species:S:1:pos:R:3:lowdin_charge:R:1
Ni 0.428 1.272 0.369 0.51
N 2.592 1.349 0.464 0.04
C 3.272 0.102 0.126 -0.28
C 4.656 0.071 0.018 -0.02
C 5.295 -1.108 -0.326 -0.05
C 4.551 -2.255 -0.578 -0.05
C 3.172 -2.221 -0.476 -0.07
C 2.520 -1.045 -0.110 -0.29
P 0.710 -0.914 0.064 1.05
C 0.105 -1.947 -1.302 -0.38
C -0.790 -2.996 -1.116 -0.18
C -1.199 -3.756 -2.205 -0.07
C -0.738 -3.457 -3.479 -0.07
C 0.122 -2.382 -3.675 -0.06
C 0.542 -1.629 -2.591 -0.09
C 0.328 -1.803 1.604 -0.36
C 0.697 -3.130 1.822 -0.08
C 0.389 -3.745 3.024 -0.06
C -0.288 -3.043 4.015 -0.06
C -0.660 -1.725 3.807 -0.06
C -0.354 -1.107 2.603 -0.12
H 2.963 2.099 -0.110 0.10
H 2.794 1.604 1.428 0.12
H 5.233 0.971 0.201 0.12
H 6.374 -1.131 -0.408 0.12
H 5.048 -3.172 -0.865 0.12
H 2.597 -3.109 -0.708 0.11
H -1.162 -3.229 -0.128 0.07
H -1.878 -4.586 -2.056 0.12
H -1.047 -4.062 -4.321 0.11
H 0.459 -2.133 -4.674 0.11
H 1.222 -0.796 -2.739 0.11
H 1.217 -3.688 1.053 0.10
H 0.675 -4.776 3.189 0.11
H -0.527 -3.529 4.952 0.11
H -1.189 -1.183 4.579 0.11
H -0.657 -0.080 2.429 0.06
C -3.044 3.149 -0.465 -0.34
Se -2.291 2.103 0.984 0.94
C -3.936 1.174 1.497 -0.53
C -4.407 0.027 0.598 -0.53
Se -3.020 -1.236 -0.004 0.93
C -3.178 -0.890 -1.913 -0.36
H -3.728 3.883 -0.048 0.03
H -3.565 2.499 -1.163 0.02
H -2.219 3.648 -0.967 0.02
H -4.709 1.939 1.559 0.07
H -3.741 0.808 2.504 0.06
H -4.870 0.407 -0.312 0.06
H -5.140 -0.581 1.122 0.06
H -4.178 -1.149 -2.248 0.03
H -2.448 -1.524 -2.413 -0.01
H -2.958 0.154 -2.123 0.03
C 1.154 4.690 -1.305 -0.05
C 1.069 4.155 0.117 -0.56
C 0.575 5.214 1.091 -0.05
O 0.202 3.042 0.161 -0.41
H 1.967 5.414 -1.388 0.09
H 0.221 5.183 -1.585 0.08
H 1.336 3.874 -2.006 0.08
H 2.086 3.867 0.429 0.11
H -0.387 5.608 0.761 0.08
H 1.293 6.033 1.156 0.09
H 0.441 4.777 2.081 0.08
```

=====

Entry 7:
ORCA calculation (ωB97M-V/def2-TZVPD) on a single C25H33NO4 molecule in a non-equilibrium geometry.

orbital gap	0.3209	Eh
net charge	0
total energy	-1328.1597	Ha
HOMO	-0.290	Ha
energy above the lowest of the compared OMol25 structures with the same formula, charge and spin	0.0	kcal per mole

XYZ file:
```
63
Properties=species:S:1:pos:R:3:lowdin_charge:R:1
C -0.573 4.735 -0.651 -0.06
C 0.847 4.288 -0.335 -0.21
O 0.979 2.869 -0.399 -0.02
C 0.592 2.186 0.683 -0.47
O 0.107 2.700 1.656 0.13
C 0.835 0.686 0.545 -0.34
C 2.172 0.377 1.251 -0.05
C 3.352 1.230 0.787 -0.34
C 4.691 0.619 1.218 -0.14
C 5.837 1.544 0.810 -0.20
C 5.584 2.938 1.379 -0.17
C 4.196 3.412 0.947 -0.21
O 3.190 2.518 1.354 -0.11
C 0.852 0.221 -0.914 -0.09
C -0.528 0.344 -1.555 -0.16
N -1.485 -0.439 -0.805 -0.17
C -2.761 -0.590 -1.477 -0.14
C -3.579 -1.670 -0.821 -0.16
C -4.909 -1.447 -0.497 -0.04
C -5.661 -2.411 0.152 -0.08
C -5.078 -3.616 0.504 -0.08
C -3.754 -3.855 0.186 -0.02
C -2.997 -2.900 -0.488 -0.10
C -1.602 -3.201 -0.799 -0.24
C -0.641 -3.777 -0.011 -0.03
C 0.534 -3.835 -0.796 -0.06
C 0.196 -3.306 -2.004 -0.13
O -1.089 -2.927 -2.015 0.04
C -1.615 0.081 0.540 -0.15
C -0.289 -0.062 1.276 -0.09
H -1.256 4.352 0.104 0.07
H -0.878 4.364 -1.627 0.08
H -0.624 5.820 -0.652 0.08
H 1.553 4.674 -1.074 0.12
H 1.136 4.619 0.667 0.12
H 2.408 -0.678 1.097 0.13
H 2.047 0.556 2.320 0.14
H 3.351 1.324 -0.313 0.15
H 4.809 -0.362 0.757 0.12
H 4.686 0.497 2.303 0.13
H 6.789 1.151 1.172 0.11
H 5.887 1.599 -0.281 0.11
H 6.338 3.644 1.030 0.11
H 5.620 2.899 2.469 0.12
H 3.948 4.369 1.410 0.13
H 4.171 3.528 -0.149 0.13
H 1.567 0.799 -1.497 0.12
H 1.148 -0.830 -0.935 0.12
H -0.485 -0.046 -2.575 0.13
H -0.821 1.408 -1.606 0.13
H -2.560 -0.874 -2.515 0.13
H -3.338 0.354 -1.490 0.13
H -5.361 -0.499 -0.750 0.11
H -6.696 -2.217 0.391 0.10
H -5.653 -4.368 1.022 0.10
H -3.295 -4.797 0.447 0.12
H -0.753 -4.096 1.005 0.11
H 1.490 -4.218 -0.502 0.10
H 0.760 -3.163 -2.905 0.12
H -2.385 -0.494 1.061 0.13
H -1.925 1.143 0.535 0.13
H -0.392 0.336 2.286 0.13
H -0.032 -1.121 1.332 0.12
```